The following is a DFT calculation (ωB97M-V with the def2-TZVPD basis set) of a cluster of 2 separate species, C20H44BrCl2N5O8P3 in total at a distorted geometry.

Summary:
Charge: +1
Gap between HOMO and LUMO, hartree: 0.3239
HOMO level, eV: -11.75

Geometry as XYZ:
```
83
C20H44BrCl2N5O8P3 ωB97M-V with the def2-TZVPD basis set
C 3.22 -3.52 0.41
C 4.72 -3.60 0.07
C 5.21 -2.35 -0.67
C 5.37 -1.14 0.26
C 5.40 0.21 -0.48
C 4.60 1.31 0.23
C 3.13 0.92 0.38
C 2.14 2.09 0.47
C 0.93 1.98 -0.46
N -0.31 1.38 0.14
C -0.35 1.00 1.54
P 0.44 -0.62 1.90
O 1.57 -0.55 2.84
O -0.74 -1.56 2.44
O 0.69 -1.16 0.43
C -1.34 1.18 -0.65
N -1.22 1.47 -1.98
C -2.44 1.48 -2.79
N -2.02 1.60 -4.18
C -3.25 0.19 -2.51
C -2.46 -1.12 -2.67
O -2.06 -1.33 -4.01
N -0.74 -1.99 -4.02
O 0.05 -1.31 -4.52
P -4.61 0.10 -3.84
O -4.97 1.72 -3.82
Br -6.38 -0.77 -2.78
C -3.66 0.32 -1.01
O -4.31 -0.83 -0.53
C -3.61 -1.78 0.28
C -4.48 -3.02 0.35
C -5.75 -2.80 1.19
P -4.85 1.73 -0.61
O -4.10 3.00 -0.47
N -2.49 0.63 -0.16
H 2.68 -3.08 -0.43
H 3.06 -2.91 1.30
H 2.81 -4.51 0.62
H 5.30 -3.74 0.98
H 4.88 -4.47 -0.56
H 6.18 -2.56 -1.14
H 4.49 -2.10 -1.45
H 6.30 -1.25 0.81
H 4.54 -1.14 0.98
H 6.43 0.54 -0.60
H 5.01 0.10 -1.50
H 4.70 2.24 -0.33
H 5.04 1.51 1.21
H 3.04 0.31 1.29
H 2.87 0.27 -0.46
H 1.87 2.29 1.51
H 2.66 2.99 0.14
H 0.65 2.96 -0.82
H 1.21 1.36 -1.31
H -1.37 0.89 1.90
H 0.14 1.74 2.17
H -0.67 -1.64 3.40
H 1.14 -2.02 0.41
H -0.49 0.93 -2.43
H -3.04 2.35 -2.52
H -1.05 1.86 -4.26
H -2.54 2.34 -4.64
H -3.10 -1.94 -2.33
H -1.58 -1.12 -2.00
H -5.35 1.97 -4.66
H -3.47 -1.38 1.29
H -2.63 -2.02 -0.14
H -4.75 -3.31 -0.67
H -3.88 -3.80 0.82
H -5.63 -1.97 1.88
H -5.98 -3.68 1.79
H -6.63 -2.62 0.57
H -5.91 1.68 -1.52
H -5.37 1.23 0.60
H -2.79 1.18 0.65
Cl 0.61 3.01 4.01
C 1.95 3.06 5.20
C 3.09 3.92 4.72
Cl 3.93 3.20 3.33
H 2.26 2.04 5.37
H 1.53 3.47 6.12
H 3.82 4.02 5.53
H 2.75 4.91 4.43
```

What are the Mulliken partial charges on each atom? They are as follows, in elementary charge units: atom 1 (C): -0.807, atom 2 (C): -0.782, atom 3 (C): -0.644, atom 4 (C): -0.252, atom 5 (C): -1.177, atom 6 (C): -0.882, atom 7 (C): 0.414, atom 8 (C): -0.687, atom 9 (C): -0.762, atom 10 (N): 0.045, atom 11 (C): 0.127, atom 12 (P): 0.850, atom 13 (O): -0.797, atom 14 (O): -0.370, atom 15 (O): -0.275, atom 16 (C): 0.108, atom 17 (N): -0.127, atom 18 (C): -0.912, atom 19 (N): -0.478, atom 20 (C): 1.414, atom 21 (C): -1.303, atom 22 (O): -0.298, atom 23 (N): 0.153, atom 24 (O): -0.211, atom 25 (P): 0.059, atom 26 (O): -0.561, atom 27 (Br): -0.221, atom 28 (C): -0.276, atom 29 (O): 0.004, atom 30 (C): -0.085, atom 31 (C): -0.736, atom 32 (C): -1.119, atom 33 (P): 0.359, atom 34 (O): -0.701, atom 35 (N): 0.062, atom 36 (H): 0.114, atom 37 (H): 0.258, atom 38 (H): 0.374, atom 39 (H): 0.338, atom 40 (H): 0.370, atom 41 (H): 0.344, atom 42 (H): 0.296, atom 43 (H): 0.439, atom 44 (H): 0.123, atom 45 (H): 0.519, atom 46 (H): 0.407, atom 47 (H): 0.513, atom 48 (H): 0.165, atom 49 (H): 0.009, atom 50 (H): 0.171, atom 51 (H): -0.244, atom 52 (H): 0.565, atom 53 (H): 0.454, atom 54 (H): 0.485, atom 55 (H): 0.661, atom 56 (H): -0.775, atom 57 (H): 0.410, atom 58 (H): 0.157, atom 59 (H): 0.388, atom 60 (H): 0.693, atom 61 (H): 0.234, atom 62 (H): 0.252, atom 63 (H): 0.667, atom 64 (H): 0.207, atom 65 (H): 0.347, atom 66 (H): 0.361, atom 67 (H): 0.134, atom 68 (H): 0.272, atom 69 (H): 0.458, atom 70 (H): 0.277, atom 71 (H): 0.377, atom 72 (H): 0.263, atom 73 (H): 0.115, atom 74 (H): 0.080, atom 75 (H): 0.542, atom 76 (Cl): -0.196, atom 77 (C): -0.450, atom 78 (C): -0.531, atom 79 (Cl): -0.113, atom 80 (H): 0.293, atom 81 (H): 0.370, atom 82 (H): 0.356, atom 83 (H): 0.322

---

The following is a DFT calculation (ωB97M-V with the def2-TZVPD basis set) of an isolated molecule of C3H7N3O.

Summary:
Charge: 0
Gap between HOMO and LUMO, hartree: 0.3677
HOMO level, eV: -9.19
ΔE to the lowest compared entry with this formula, charge and spin, eV: 0.836

Geometry as XYZ:
```
14
C3H7N3O ωB97M-V with the def2-TZVPD basis set
H 2.56 -2.78 -0.55
N 1.72 -2.43 -0.08
C 1.47 -1.26 -0.49
N 0.38 -0.56 0.00
C 0.00 0.71 -0.39
O 0.84 1.21 -1.33
N -0.97 1.42 0.01
C -1.88 0.92 1.01
H 2.04 -0.69 -1.23
H -0.18 -1.04 0.69
H 0.47 2.09 -1.51
H -1.39 0.71 1.97
H -2.41 0.01 0.69
H -2.64 1.69 1.20
```

What are the Mulliken partial charges on each atom? They are as follows, in elementary charge units: atom 1 (H): 0.264, atom 2 (N): -0.641, atom 3 (C): 0.038, atom 4 (N): -0.219, atom 5 (C): 0.757, atom 6 (O): -0.517, atom 7 (N): -0.628, atom 8 (C): -0.875, atom 9 (H): 0.341, atom 10 (H): 0.253, atom 11 (H): 0.336, atom 12 (H): 0.311, atom 13 (H): 0.309, atom 14 (H): 0.272